1.
Computed, not measured: a cluster of 2 separate species, C3Cl3F3 in total in a non-equilibrium geometry, with ωB97M-V/def2-TZVPD.

Computed properties:
HOMO level: -9.7 eV
2S+1: 1
M: 199.4 g mol⁻¹
Frontier orbital gap: 9.13 eV
Charge: 0
Energy relative to the best compared isomer or geometry (same formula, charge and spin): 48.0 kcal per mole
E: -1794.34671 hartree

Last column: natural (NBO) charge in e.
CARTESIAN COORDINATES (ANGSTROEM)
C1 1.551 -0.721 0.494  0.698
C2 -2.465 0.128 -0.621  0.256
C3 1.487 0.494 -0.027  -0.250
F1 2.530 -1.579 0.229  -0.283
F2 0.652 -1.194 1.425  -0.303
F3 -3.346 -0.785 -1.061  -0.332
Cl1 -3.270 1.099 0.396  0.077
Cl2 2.672 1.007 -1.196  0.060
Cl3 0.189 1.552 0.362  0.077

2.
Computed, not measured: a structure of composition C3Cl3F3O in a non-equilibrium geometry, with ωB97M-V/def2-TZVPD.

Computed properties:
HOMO level: -10.6 eV
2S+1: 1
M: 215.4 g mol⁻¹
Frontier orbital gap: 9.76 eV
Charge: 0
Energy relative to the best compared isomer or geometry (same formula, charge and spin): 25.8 kcal per mole
E: -1869.67425 hartree

Last column: natural (NBO) charge in e.
CARTESIAN COORDINATES (ANGSTROEM)
C1 -1.015 -0.288 -0.625  0.798
C2 -0.279 -0.807 0.554  -0.268
C3 1.515 0.128 0.238  0.704
O1 -1.907 0.475 -0.647  -0.474
F1 -0.588 -0.884 -1.745  -0.314
F2 2.515 -0.372 1.022  -0.317
F3 1.246 1.322 0.756  -0.320
Cl1 -0.758 -0.307 2.085  0.141
Cl2 0.243 -2.462 0.457  0.078
Cl3 1.933 0.191 -1.574  -0.029

3.
Computed, not measured: a structure of composition C3F27O9P3PdS3 in a non-equilibrium geometry, with ωB97M-V/def2-TZVPD.

Computed properties:
HOMO level (alpha / beta): 0.1 / 0.2 eV
2S+1: 3
M: 988.5 g mol⁻¹
Frontier orbital gap (alpha / beta): 8.27 / 8.16 eV
Charge: -4
Energy relative to the best compared isomer or geometry (same formula, charge and spin): 16.0 kcal per mole
E: -5834.99163 hartree

Last column: Löwdin spin population.
CARTESIAN COORDINATES (ANGSTROEM)
Pd1 0.002 0.161 -0.089  1.700
C1 -2.372 -1.593 3.493  0.005
F1 -3.568 -2.083 3.883  0.001
F2 -1.769 -1.144 4.592  0.001
F3 -1.710 -2.575 2.907  0.000
S1 -2.616 -0.156 2.233  0.008
O1 -3.767 -0.556 1.408  0.001
O2 -2.851 1.021 3.047  0.002
O3 -1.321 -0.167 1.506  0.036
C2 2.616 2.155 3.147  0.002
F4 1.436 2.007 3.740  0.000
F5 2.573 3.310 2.471  0.000
F6 3.572 2.273 4.099  0.000
S2 2.969 0.731 1.912  0.005
O4 3.287 -0.400 2.749  0.004
O5 1.755 0.522 1.098  0.044
O6 4.114 1.248 1.163  0.004
C3 1.666 -1.012 -4.210  0.006
F7 1.708 -2.223 -3.679  0.000
F8 2.644 -0.902 -5.143  0.002
F9 0.524 -0.763 -4.829  0.001
S3 2.034 0.295 -2.872  0.008
O7 1.866 1.527 -3.627  0.000
O8 1.102 0.006 -1.789  0.042
O9 3.428 0.042 -2.543  0.001
P1 1.034 -3.118 0.610  0.001
F10 -0.191 -4.173 0.942  0.001
F11 2.006 -4.113 1.384  0.000
F12 1.172 -3.977 -0.775  0.001
F13 2.289 -2.231 0.146  0.000
F14 0.002 -2.083 -0.180  0.049
F15 0.787 -2.214 1.903  -0.001
P2 -0.688 3.459 -0.117  0.001
F16 -1.007 4.120 -1.532  0.001
F17 -2.134 3.893 0.504  0.000
F18 -1.306 2.051 -0.687  0.032
F19 -0.412 2.699 1.288  0.002
F20 0.796 2.992 -0.665  0.002
F21 0.018 4.846 0.390  0.000
P3 -2.812 -0.570 -2.562  0.002
F22 -1.607 0.270 -3.260  0.000
F23 -3.628 -0.539 -3.950  0.000
F24 -2.185 -1.990 -3.013  0.001
F25 -4.035 -1.301 -1.809  0.002
F26 -1.951 -0.595 -1.160  0.035
F27 -3.467 0.849 -2.124  0.000